(1)
C76H68N8O2PtS5 | the ωB97M-V functional and the def2-TZVPD basis

Positions of all 160 atoms, in Å:
Pt -0.360 -0.686 -0.312
C 6.071 -1.240 -7.640
C 5.148 -0.832 -6.529
C 5.615 -0.663 -5.228
C 4.766 -0.263 -4.209
C 3.425 -0.030 -4.470
C 2.931 -0.229 -5.754
C 3.793 -0.617 -6.766
S 2.422 0.506 -3.017
O 3.465 0.531 -1.964
C 2.246 2.207 -3.599
C 1.686 2.326 -4.889
C 2.071 3.318 -5.734
C 3.191 4.104 -5.370
C 3.886 4.891 -6.313
C 5.011 5.577 -5.951
C 5.485 5.499 -4.630
C 4.796 4.795 -3.680
C 3.617 4.088 -4.015
C 2.927 3.276 -3.034
C 2.946 3.763 -1.628
C 3.091 5.214 -1.503
C 2.710 6.113 -2.531
C 2.813 7.469 -2.378
C 3.298 8.025 -1.184
C 3.615 7.195 -0.148
C 3.486 5.795 -0.272
C 3.649 4.966 0.855
C 3.181 3.695 0.804
C 2.779 3.092 -0.408
S 1.706 1.653 0.048
O 0.880 2.358 1.054
C 2.886 0.732 1.076
C 2.310 -0.079 2.034
C 3.106 -0.703 2.983
C 4.486 -0.531 2.970
C 5.348 -1.147 4.035
C 5.052 0.219 1.942
C 4.264 0.850 0.994
H 6.789 -0.446 -7.850
H 5.515 -1.450 -8.551
H 6.639 -2.128 -7.365
H 6.659 -0.845 -5.005
H 5.135 -0.130 -3.202
H 1.888 -0.098 -6.000
H 3.398 -0.770 -7.763
H 0.933 1.610 -5.190
H 1.614 3.442 -6.707
H 3.528 4.908 -7.334
H 5.552 6.161 -6.683
H 6.411 5.991 -4.367
H 5.177 4.744 -2.670
H 2.283 5.741 -3.448
H 2.504 8.122 -3.183
H 3.378 9.097 -1.075
H 3.924 7.594 0.810
H 4.036 5.378 1.778
H 3.103 3.115 1.712
H 1.235 -0.182 2.039
H 2.650 -1.318 3.748
H 4.762 -1.378 4.924
H 6.155 -0.473 4.316
H 5.802 -2.072 3.676
H 6.129 0.322 1.892
H 4.721 1.437 0.210
N -1.181 0.565 1.044
S -1.534 0.778 2.462
N -3.137 0.407 2.738
S -3.670 -0.950 3.245
N -3.003 -2.280 2.816
S -2.430 -2.710 1.328
N -1.053 -2.294 0.989
C -2.493 -4.491 1.537
C -3.630 -5.148 1.982
C -3.614 -6.531 2.074
C -2.462 -7.239 1.756
C -1.315 -6.566 1.356
C -1.334 -5.186 1.234
C -3.764 -2.244 0.187
C -4.727 -3.139 -0.251
C -5.724 -2.689 -1.105
C -5.751 -1.366 -1.517
C -4.762 -0.487 -1.095
C -3.763 -0.924 -0.241
C -5.397 -0.952 2.800
C -6.116 -2.107 3.078
C -7.438 -2.183 2.681
C -8.026 -1.110 2.021
C -7.300 0.044 1.769
C -5.973 0.131 2.160
C -3.700 -1.054 5.025
C -3.253 -2.195 5.669
C -3.324 -2.247 7.053
C -3.839 -1.172 7.763
C -4.278 -0.032 7.099
C -4.212 0.033 5.719
C -1.546 2.528 2.810
C -0.392 3.133 3.281
C -0.330 4.515 3.312
C -1.404 5.273 2.865
C -2.563 4.652 2.419
C -2.636 3.270 2.383
C -0.752 0.015 3.914
C -0.116 -1.213 3.866
C 0.356 -1.763 5.050
C 0.177 -1.102 6.256
C -0.498 0.111 6.295
C -0.974 0.671 5.121
H -4.510 -4.587 2.266
H -4.497 -7.054 2.414
H -2.458 -8.317 1.831
H -0.405 -7.112 1.148
H -0.458 -4.628 0.927
H -4.697 -4.179 0.034
H -6.476 -3.381 -1.459
H -6.534 -1.023 -2.180
H -4.761 0.540 -1.435
H -2.980 -0.249 0.080
H -5.637 -2.921 3.609
H -8.014 -3.074 2.887
H -9.063 -1.170 1.717
H -7.766 0.880 1.266
H -5.378 1.016 1.982
H -2.859 -3.013 5.082
H -2.983 -3.131 7.573
H -3.916 -1.229 8.840
H -4.679 0.802 7.658
H -4.550 0.910 5.179
H 0.445 2.535 3.612
H 0.568 4.999 3.669
H -1.336 6.352 2.862
H -3.403 5.244 2.082
H -3.526 2.763 2.036
H -0.004 -1.738 2.928
H 0.865 -2.718 5.030
H 0.551 -1.536 7.174
H -0.662 0.619 7.235
H -1.517 1.606 5.138
C -1.653 -3.115 -1.866
N -0.445 -2.239 -1.970
C 0.747 -3.137 -1.843
N 0.738 -4.182 -2.844
C -0.472 -4.987 -2.700
N -1.674 -4.162 -2.863
C -1.652 -3.561 -4.196
N -0.461 -2.732 -4.367
C -0.469 -1.691 -3.359
C 0.728 -3.572 -4.174
H -2.541 -2.492 -1.977
H -1.656 -3.581 -0.888
H 0.730 -3.579 -0.846
H 1.655 -2.540 -1.952
H -0.493 -5.447 -1.709
H -0.474 -5.771 -3.458
H -2.546 -2.947 -4.329
H -1.657 -4.350 -4.948
H -1.366 -1.077 -3.479
H 0.406 -1.079 -3.499
H 1.627 -2.969 -4.292
H 0.734 -4.359 -4.929

Values from the calculation:
HOMO level: -10.92 eV
Kohn-Sham gap: 5.1 eV
Calculated total energy: -153330.555 eV
Charge: +2

Löwdin population analysis, charges in e, atoms 1 to 2: number 1, Pt, carries 0.94; number 2, C, carries -0.04

(2)
C76H82Be3N16O22 | the ωB97M-V functional and the def2-TZVPD basis

Positions of all 199 atoms, in Å:
Be -4.781 6.494 0.451
Be 0.707 -2.437 2.999
Be -0.516 0.260 3.301
O -5.869 7.215 -0.012
C -5.766 8.535 0.214
C -4.146 8.789 0.491
O -3.586 7.518 0.907
H -6.301 8.775 1.174
H -6.211 9.263 -0.497
H -4.188 9.629 1.235
H -3.766 9.149 -0.408
O -3.909 2.427 9.147
C -3.378 2.097 8.119
C 0.360 0.152 4.655
O -1.387 1.472 2.915
H -3.382 2.629 7.164
H -2.740 1.124 7.991
H 7.493 8.785 -1.598
H 8.534 12.259 12.008
C 2.819 -3.429 5.660
C 1.836 -3.176 4.693
C 0.463 -3.682 4.859
O -0.282 -3.267 4.067
C 0.206 -4.453 5.960
C 1.291 -4.791 6.825
C 2.562 -3.982 7.000
O 3.215 -3.504 7.990
O 1.249 -5.910 7.481
O 2.009 -2.324 3.770
H 3.754 -2.897 5.353
H -0.559 -5.231 6.141
C -0.048 -0.052 0.026
C -0.331 -0.151 -1.392
C -0.034 -1.568 -1.815
O 0.130 -1.830 -2.981
C 0.294 -2.648 -0.854
C 0.174 -2.391 0.460
C -0.106 -1.002 0.879
O 0.066 -0.779 2.335
O 0.533 -3.112 1.455
O -0.840 0.682 -2.043
H 0.146 1.040 0.232
H 0.574 -3.640 -1.355
N -4.158 4.971 -0.001
C -4.925 4.265 -0.802
C -4.610 2.892 -1.005
C -3.333 2.461 -0.534
C -2.534 3.192 0.354
C -3.026 4.435 0.622
H -5.725 4.642 -1.374
H -5.118 2.262 -1.716
H -2.980 1.468 -0.921
H -1.560 2.803 0.664
H -2.502 5.173 1.364
N -4.099 -5.222 -2.923
C -4.751 -4.218 -2.341
C -4.414 -3.768 -1.083
C -3.391 -4.321 -0.375
C -2.658 -5.399 -1.029
C -3.076 -5.723 -2.281
H -5.671 -3.909 -2.896
H -4.948 -2.952 -0.695
H -3.195 -3.972 0.630
H -1.918 -5.963 -0.533
H -2.518 -6.543 -2.796
N 2.779 3.957 -0.276
C 3.282 4.810 -1.162
C 4.540 5.406 -1.022
C 5.156 5.051 0.150
C 4.689 4.131 1.076
C 3.507 3.530 0.775
H 2.663 4.988 -2.004
H 4.845 6.055 -1.823
H 6.120 5.585 0.386
H 5.277 3.737 1.957
H 3.044 2.918 1.494
N 9.419 -6.693 5.115
C 9.840 -5.862 6.055
C 8.970 -5.174 6.968
C 7.615 -5.464 6.903
C 7.188 -6.453 5.962
C 8.108 -6.950 5.080
H 10.888 -5.582 6.005
H 9.474 -4.416 7.586
H 6.832 -5.021 7.619
H 6.189 -6.736 5.782
H 7.945 -7.789 4.369
N 2.366 8.464 2.066
C 1.027 8.352 2.063
C 0.360 7.126 2.231
C 1.133 6.004 2.444
C 2.505 6.115 2.451
C 3.055 7.380 2.295
H 0.528 9.277 1.892
H -0.763 7.207 2.347
H 0.621 5.100 2.633
H 3.139 5.311 2.761
H 4.167 7.494 2.552
N -5.731 5.584 2.228
C -5.185 5.191 3.318
C -5.581 4.016 3.981
C -6.676 3.312 3.467
C -7.337 3.855 2.353
C -6.806 4.950 1.778
H -4.291 5.678 3.518
H -5.017 3.628 4.912
H -6.913 2.340 3.903
H -8.188 3.347 2.035
H -7.199 5.479 0.876
N 7.722 -3.734 -2.561
C 7.704 -5.074 -2.518
C 6.859 -5.804 -1.701
C 5.921 -5.152 -0.969
C 5.889 -3.809 -1.006
C 6.768 -3.091 -1.852
H 8.555 -5.569 -3.066
H 6.950 -6.863 -1.759
H 5.311 -5.660 -0.227
H 5.247 -3.267 -0.305
H 6.760 -1.982 -1.870
N -3.707 3.794 -4.443
C -2.456 3.441 -4.649
C -1.738 3.628 -5.770
C -2.380 4.287 -6.837
C -3.657 4.744 -6.610
C -4.267 4.506 -5.419
H -1.960 2.886 -3.834
H -0.736 3.226 -5.736
H -1.871 4.410 -7.816
H -4.188 5.343 -7.347
H -5.310 4.771 -5.167
N 6.103 1.477 -2.102
C 6.178 1.223 -0.824
C 7.249 0.593 -0.258
C 8.341 0.218 -1.037
C 8.286 0.470 -2.393
C 7.184 1.107 -2.844
H 5.351 1.555 -0.216
H 7.198 0.363 0.767
H 9.087 -0.362 -0.614
H 9.125 0.229 -3.075
H 7.075 1.239 -3.940
N 1.305 -2.762 -7.644
C 1.278 -2.063 -6.543
C 0.452 -0.964 -6.260
C -0.362 -0.537 -7.287
C -0.240 -1.197 -8.539
C 0.592 -2.312 -8.662
H 1.908 -2.363 -5.767
H 0.436 -0.590 -5.256
H -1.003 0.339 -7.097
H -0.794 -0.788 -9.431
H 0.737 -2.799 -9.711
N -8.049 -3.661 -1.295
C -8.061 -3.923 0.007
C -7.548 -3.099 1.012
C -7.028 -1.866 0.543
C -7.124 -1.586 -0.818
C -7.596 -2.507 -1.722
H -8.267 -4.960 0.212
H -7.598 -3.446 2.034
H -6.484 -1.167 1.194
H -6.806 -0.568 -1.122
H -7.667 -2.289 -2.742
C -2.462 6.533 -1.850
N -2.015 7.662 -2.660
O -0.844 7.651 -2.905
O -2.774 8.491 -3.070
H -3.495 6.303 -2.033
H -2.382 6.896 -0.782
H -1.743 5.678 -2.000
C -2.899 -2.482 -4.611
N -3.720 -1.722 -5.628
O -4.679 -1.080 -5.282
O -3.312 -1.769 -6.764
H -3.459 -3.377 -4.359
H -2.805 -1.752 -3.837
H -1.852 -2.577 -4.921
C 2.909 -6.164 3.050
N 3.489 -6.958 1.935
O 4.114 -6.304 1.158
O 3.283 -8.152 1.889
H 3.638 -6.144 3.830
H 1.955 -6.551 3.377
H 2.766 -5.105 2.729
C 1.115 -5.640 -5.474
N 1.225 -7.098 -5.846
O 1.419 -7.981 -5.011
O 1.078 -7.284 -7.017
H 1.152 -5.549 -4.396
H 0.089 -5.277 -5.636
H 1.928 -5.114 -5.993
C -2.235 -6.101 3.213
N -3.366 -5.567 3.922
O -3.627 -5.884 5.046
O -4.012 -4.700 3.320
H -1.671 -5.313 2.783
H -2.599 -6.769 2.361
H -1.654 -6.683 3.927

Values from the calculation:
HOMO level: -4.53 eV
Kohn-Sham gap: 0.9 eV
Relative energy (zero: lowest compared OMol25 entry of this formula, charge and spin): 1316.71 kJ/mol
Calculated total energy: -150201.687 eV
Charge: -2

Löwdin population analysis, charges in e, atoms 1 to 2: number 1, Be, carries 0.02; number 2, Be, carries 0.16